8 unconnected molecules or ions with the total composition C34H91N7O10 at a distorted geometry, computed with wB97M-V/def2-TZVPD.

Summary:
LUMO level   0.56 eV
Structure (SMILES)   COC[C@H](C)N.COC[C@H](C)N.COC[C@H](C)N.COC[C@H](C)N.COC[C@H](C)N.COCCNCCOC.COCCNCCOC.CCO
HOMO   -8.3170 eV
Kohn-Sham gap   8.880 eV
ΔE to the lowest compared entry with this formula, charge and spin   52.10 kcal/mol

```
142
Properties=species:S:1:pos:R:3:forces:R:3:lowdin_charge:R:1
C 2.8003 -1.8195 -0.0616 -0.18 0.01 -1.23 -0.09
O 1.8715 -0.7684 0.0605 -0.15 -0.13 1.11 -0.19
C 0.9531 -0.9613 1.1166 -1.02 -0.66 0.28 -0.23
C -0.3135 -0.2125 0.7905 -1.16 1.07 -1.09 -0.43
C -1.3547 -0.1378 1.9180 1.08 -1.06 0.44 -0.05
N -0.9076 -0.7163 -0.4740 0.07 -0.28 0.75 0.07
H 2.3026 -2.7392 -0.4025 -0.12 -0.08 0.43 0.08
H 3.3868 -2.0122 0.8392 0.06 0.15 -0.04 0.07
H 3.3969 -1.5278 -0.9283 0.52 -0.04 0.42 0.10
H 0.6869 -2.0232 1.2435 0.02 -0.20 -0.50 0.12
H 1.2805 -0.7353 2.1406 0.67 0.63 -0.23 0.13
H -0.0593 0.8317 0.5727 0.39 -0.05 0.05 0.10
H -0.9930 0.6162 2.6189 -0.45 -0.03 0.29 0.07
H -1.3888 -1.1177 2.4127 0.05 0.10 0.27 0.08
H -2.3846 0.0170 1.6031 0.18 0.52 -0.33 0.06
H -0.7937 -1.7271 -0.4777 -0.03 0.02 -0.28 0.03
H -1.9112 -0.5860 -0.3673 -0.08 -0.05 -0.45 0.03
C 4.8989 1.7420 -2.0603 0.68 0.62 -0.97 -0.12
O 4.5678 1.4600 -0.7397 -0.15 -0.88 0.26 -0.17
C 4.5438 2.5729 0.1013 -0.57 1.01 0.64 -0.22
C 3.8921 2.2828 1.4730 -0.02 -0.46 -1.16 -0.42
C 4.6843 1.2047 2.1503 1.09 -0.22 0.98 -0.07
N 2.4940 1.9130 1.2927 -0.17 0.27 -0.09 0.07
H 4.9716 0.8522 -2.6849 -0.46 -0.35 0.43 0.09
H 5.8945 2.1917 -2.1876 0.06 0.17 0.47 0.09
H 4.2073 2.4410 -2.5423 -0.26 -0.04 0.15 0.09
H 5.5542 2.9518 0.3018 0.11 0.00 -0.22 0.13
H 3.9424 3.3768 -0.3440 0.14 0.03 -0.21 0.11
H 3.9186 3.2298 2.0180 0.15 -0.05 0.08 0.14
H 4.3558 0.9918 3.1719 -0.29 -0.02 -0.13 0.08
H 5.7305 1.5139 2.2646 0.00 -0.04 -0.10 0.08
H 4.6994 0.2752 1.5786 -0.19 0.06 -0.07 0.07
H 2.4375 0.9861 0.8741 -0.05 0.18 -0.04 0.04
H 2.0351 1.8929 2.1957 -0.03 -0.13 -0.03 0.07
C -8.1382 0.5098 0.9501 0.14 0.97 0.16 -0.11
O -7.1432 -0.2635 0.3412 0.83 -0.97 0.82 -0.21
C -6.3033 0.3655 -0.6204 -1.25 -0.14 -0.29 -0.18
C -5.3653 -0.6679 -1.2339 -0.98 -0.43 0.63 -0.41
C -6.0779 -1.8699 -1.8424 -0.68 0.33 -1.09 -0.06
N -4.4707 -1.1810 -0.1980 0.84 0.33 0.14 0.05
H -7.9162 1.5777 0.8387 -0.25 0.01 -0.38 0.06
H -8.1763 0.3935 2.0370 0.25 -0.56 -0.02 0.09
H -9.1271 0.2584 0.5636 -0.03 0.14 -0.20 0.09
H -7.0377 0.7358 -1.3453 0.65 0.36 -0.54 0.13
H -5.7263 1.1959 -0.2035 -0.07 0.05 0.15 0.12
H -4.8410 -0.1668 -2.0518 0.43 0.09 0.28 0.14
H -6.5115 -1.6758 -2.8315 0.19 0.29 -0.03 0.08
H -6.9335 -2.2365 -1.2771 0.43 -0.18 0.50 0.08
H -5.3051 -2.6166 -2.0075 -0.36 -0.44 0.13 0.04
H -4.2505 -2.1443 -0.4073 0.31 0.03 0.05 0.04
H -4.8632 -1.1828 0.7351 -0.42 0.21 -0.18 0.08
C 1.7539 6.7255 0.1764 0.67 -1.68 -0.54 -0.08
O 1.0077 5.9318 -0.7416 -0.28 1.03 0.10 -0.21
C 0.6205 4.6347 -0.3676 -0.98 -0.06 -1.07 -0.21
C -0.5991 4.3023 -1.2522 -1.36 0.22 0.34 -0.41
C -1.6695 5.3919 -1.1737 0.03 0.15 0.29 -0.07
N -1.2762 3.0640 -0.7771 1.42 -0.37 -0.30 0.04
H 1.2907 6.8146 1.1602 -0.15 0.00 -0.02 0.09
H 1.9550 7.6973 -0.2636 -0.27 0.03 -0.09 0.08
H 2.7022 6.1765 0.2430 0.28 0.50 0.65 0.08
H 1.4048 3.8917 -0.5383 0.17 0.05 0.29 0.11
H 0.2190 4.5413 0.6500 0.46 0.36 0.29 0.12
H -0.3686 4.2214 -2.3168 0.46 -0.26 0.13 0.14
H -1.2381 6.3524 -1.4533 -0.34 0.07 -0.08 0.07
H -2.1117 5.4585 -0.1739 0.42 0.07 0.21 0.06
H -2.5325 5.1119 -1.7787 0.24 0.09 -0.40 0.07
H -0.8582 2.2892 -1.2956 -0.32 -0.12 0.03 0.07
H -0.8771 2.9147 0.1501 -0.40 -0.17 0.12 0.03
C -0.2340 -5.9244 0.5894 0.11 -0.18 -0.50 -0.10
O -1.4075 -5.7102 -0.1579 -0.25 -0.12 -0.07 -0.18
C -1.4844 -4.4374 -0.7575 0.10 -0.40 -0.67 -0.21
C -2.5724 -4.4203 -1.8153 -1.50 -0.40 -0.94 -0.43
C -2.4335 -5.4621 -2.9343 0.53 -0.99 1.05 -0.06
N -2.6889 -3.0963 -2.4180 0.88 0.76 0.17 0.05
H 0.6523 -5.8323 -0.0497 0.00 0.10 0.03 0.05
H -0.2865 -6.9601 0.9182 0.05 0.09 0.32 0.09
H -0.1126 -5.2287 1.4247 -0.19 -0.04 0.13 0.09
H -1.6902 -3.6953 0.0182 0.24 0.33 -0.20 0.12
H -0.5706 -4.2588 -1.3439 0.34 0.42 0.54 0.12
H -3.5367 -4.6672 -1.3580 0.08 0.21 0.36 0.14
H -1.6112 -5.2394 -3.6167 -0.32 0.35 -0.31 0.08
H -3.4148 -5.5906 -3.3856 0.22 0.25 -0.57 0.08
H -2.1725 -6.4533 -2.5436 -0.10 0.10 0.22 0.07
H -3.5713 -2.7786 -2.7831 -0.37 -0.53 0.29 0.05
H -2.0561 -2.9994 -3.2028 0.25 0.00 0.17 0.08
C 11.6473 -1.7664 -2.5192 0.02 -1.21 -0.94 -0.12
O 11.4065 -2.3837 -1.2783 0.03 0.89 -0.10 -0.19
C 10.0624 -2.3567 -0.8313 -0.18 -0.86 -0.15 -0.22
C 9.4640 -3.7644 -1.0551 0.28 0.19 2.49 -0.19
N 8.3244 -4.0425 -0.1579 -0.04 -0.25 -2.42 -0.07
C 7.0605 -3.4011 -0.5140 0.77 0.04 2.35 -0.20
C 6.0472 -3.8304 0.5629 -0.97 0.66 -1.77 -0.25
O 6.2780 -3.3283 1.8527 0.86 -0.06 -0.12 -0.19
C 5.2401 -3.5582 2.8107 1.20 -0.41 -0.91 -0.08
H 11.0413 -0.8761 -2.6890 0.34 0.31 0.23 0.08
H 11.4260 -2.4532 -3.3542 -0.44 -0.02 0.12 0.08
H 12.7229 -1.6532 -2.6562 -0.04 0.67 0.46 0.08
H 9.4306 -1.5671 -1.2497 0.37 0.18 -0.29 0.11
H 10.1138 -2.1907 0.2470 -0.13 -0.01 0.03 0.12
H 10.2478 -4.3883 -0.6201 0.19 -0.31 -0.63 0.11
H 9.3003 -4.0409 -2.0930 -0.27 0.08 -0.03 0.12
H 8.5869 -3.9759 0.8111 -0.22 0.35 0.10 0.10
H 6.6736 -3.6750 -1.4947 0.18 -0.51 0.02 0.11
H 7.1317 -2.3050 -0.5367 -0.09 0.13 0.15 0.11
H 5.9881 -4.9198 0.5382 -0.03 -0.17 0.23 0.12
H 5.1394 -3.4225 0.0984 -0.58 -0.22 0.66 0.09
H 4.7705 -4.5265 2.6141 -0.56 0.30 -0.21 0.09
H 4.6123 -2.6717 2.7462 -0.58 -0.35 0.56 0.07
H 5.7447 -3.7150 3.7633 -0.17 0.59 0.18 0.09
C -10.7011 6.7089 1.4557 -1.55 -0.11 0.02 -0.13
O -10.2202 5.5134 1.9908 0.58 -0.75 0.70 -0.17
C -8.8334 5.3760 1.8497 1.13 0.73 -1.42 -0.25
C -8.1900 4.1098 2.3705 0.47 -0.83 1.37 -0.19
N -6.7912 3.9784 1.9351 0.17 0.65 -0.61 -0.06
C -5.9813 5.1787 2.0831 0.83 -0.14 -1.07 -0.23
C -4.5152 4.9165 1.7144 -0.68 1.20 0.13 -0.24
O -3.9277 4.1325 2.7308 0.08 -0.54 -0.77 -0.17
C -3.3985 2.9209 2.2257 1.67 -0.07 0.78 -0.12
H -11.7908 6.5884 1.4920 0.10 0.05 -0.28 0.09
H -10.4139 6.8294 0.4057 0.22 0.24 0.14 0.09
H -10.5422 7.6021 2.0722 0.74 -0.09 -0.13 0.09
H -8.2898 6.2588 2.2123 -0.30 -0.04 0.70 0.11
H -8.5569 5.4470 0.7821 -0.30 -0.33 -0.20 0.13
H -8.6890 3.1838 2.0791 -0.38 0.32 -0.30 0.10
H -8.1766 4.0707 3.4696 -0.48 0.38 0.10 0.12
H -6.2990 3.2434 2.4262 -0.41 -0.19 0.18 0.10
H -5.9440 5.6197 3.0874 -0.37 0.01 0.10 0.13
H -6.3024 5.9225 1.3477 -0.23 0.12 0.28 0.11
H -4.0558 5.9155 1.6586 0.26 -0.17 0.39 0.12
H -4.3793 4.5441 0.6951 -0.19 -0.62 0.20 0.12
H -2.4795 3.0589 1.6430 -0.42 0.46 -0.57 0.06
H -4.0857 2.3034 1.6466 -0.21 0.03 0.17 0.08
H -2.9466 2.4085 3.0807 -0.80 -0.36 0.15 0.08
C 1.9927 -5.7366 -2.6165 -0.11 -1.06 1.23 -0.09
C 3.1211 -5.7525 -1.6003 0.36 1.24 -0.34 -0.30
O 4.1571 -4.8632 -2.1012 0.27 -0.86 0.23 -0.10
H 1.8078 -4.6901 -2.8368 -0.33 -0.13 -0.43 0.08
H 1.1425 -6.2361 -2.1343 -0.28 0.45 -0.16 0.06
H 2.2001 -6.3840 -3.4669 0.28 0.49 -0.33 0.08
H 3.4611 -6.7545 -1.3340 0.28 0.02 -0.25 0.12
H 2.8389 -5.2603 -0.6672 -0.38 -0.19 0.03 0.09
H 4.8837 -5.3973 -2.4385 -0.04 0.08 -0.04 0.08
```
Positions in Å, forces in eV/Å.

---

A molecular structure, C18H39NO2P2SiTc at a distorted geometry, computed with wB97M-V/def2-TZVPD.

Summary:
LUMO level (alpha / beta)   -0.18 / -0.67 eV
Spin multiplicity   4
HOMO (alpha / beta)   -5.9208 / -7.4700 eV
Kohn-Sham gap (alpha / beta)   5.742 / 6.801 eV
ΔE to the lowest compared entry with this formula, charge and spin   90.42 kcal/mol

```
64
Properties=species:S:1:pos:R:3:forces:R:3:mulliken_spin:R:1
Tc 0.1667 -0.1115 0.0589 -3.30 0.88 0.59 0.70
P 2.1988 -0.4242 -0.9001 1.98 -0.79 -0.84 -0.01
P -2.2193 0.5657 1.1551 0.95 -0.25 -0.38 0.04
N -0.7185 0.0130 -1.4920 0.61 0.49 -0.65 0.27
H -0.0638 -1.6920 0.4066 0.39 0.24 -0.51 -0.02
C 2.9346 -2.1101 -1.0611 0.02 0.08 -0.15 0.00
H 3.9127 -2.0872 -1.5623 -0.21 0.13 0.11 0.00
H 2.2601 -2.7244 -1.6646 0.01 0.02 0.16 0.00
H 3.0616 -2.5704 -0.0779 -0.14 0.06 -0.13 0.00
C 3.6218 0.4891 -0.1493 0.00 0.02 -0.02 0.00
H 4.5673 0.2478 -0.6560 -0.32 -0.07 -0.01 0.00
H 3.7297 0.2599 0.9153 -0.13 0.09 -0.22 0.01
H 3.4548 1.5646 -0.2597 -0.06 -0.10 0.13 0.01
C 2.3274 0.1563 -2.6396 0.02 -0.08 0.13 0.01
H 3.3421 0.0275 -3.0365 -0.17 -0.03 0.14 0.00
H 2.0649 1.2171 -2.6796 -0.07 -0.14 -0.05 0.00
H 1.6239 -0.4152 -3.2508 0.03 0.16 0.02 0.00
C -3.1009 -0.9128 1.8521 -0.30 0.64 -0.45 0.02
H -4.0415 -0.5713 2.3008 0.02 -0.26 -0.02 0.00
H -2.5066 -1.4353 2.6025 -0.04 0.27 -0.41 0.00
H -3.3046 -1.6018 1.0268 -0.06 0.11 0.09 0.00
C -2.1880 1.7819 2.5270 1.20 -0.81 0.50 -0.03
H -3.1276 1.8798 3.0513 -0.38 0.55 -0.13 0.00
H -1.6962 2.6799 2.1815 -0.56 0.68 -0.29 0.00
H -1.4141 1.4205 3.2425 -1.32 0.66 -0.77 0.02
C -3.3910 1.3680 -0.0093 -0.58 -0.19 0.21 0.01
H -4.3375 1.5792 0.5809 0.84 -0.04 -1.10 0.00
H -3.5627 0.6483 -0.8665 0.02 1.08 0.84 0.00
H -2.8866 2.3233 -0.3551 -0.78 -1.15 0.26 0.00
C -1.2572 0.1889 -2.7947 0.29 -0.23 -0.64 -0.06
C -2.1883 -0.7404 -4.9139 0.65 0.76 1.53 -0.03
C -1.6602 -0.9334 -3.6138 -0.13 1.78 -0.06 0.05
C -1.3630 1.4982 -3.3902 -0.49 -1.51 -0.39 0.07
C -1.8964 1.6790 -4.6928 0.58 -1.24 1.49 -0.02
C -2.2990 0.5592 -5.4251 -0.38 0.08 -0.90 0.04
H -2.5004 -1.5944 -5.4916 -0.03 -0.09 -0.11 0.00
H -1.5605 -1.9070 -3.1883 0.03 -0.56 0.14 0.00
H -1.0395 2.3300 -2.8012 0.11 0.45 0.22 0.01
H -1.9847 2.6736 -5.0892 -0.02 0.19 -0.16 0.00
H -2.7189 0.7057 -6.4477 0.38 -0.15 0.93 0.00
C 1.8751 -0.2659 2.8795 -0.36 0.07 -0.23 0.76
O 1.3751 0.4420 1.8155 0.47 0.37 -0.04 0.37
C 2.2764 -1.6662 2.5628 -1.46 0.57 -0.53 -0.02
H 2.3546 -2.2850 3.4178 0.63 -0.48 0.83 0.02
H 3.1900 -1.6221 2.0104 0.83 -0.48 -0.52 0.00
H 1.4647 -2.1403 1.9492 0.75 0.44 0.17 0.02
C 2.0592 0.4356 4.2112 -1.17 -0.73 -1.00 -0.03
H 1.5878 -0.0758 5.1056 0.20 0.59 -0.73 0.04
H 1.7723 1.4736 4.1031 -0.12 -0.03 0.20 0.01
H 3.0369 0.4056 4.5272 2.82 0.03 0.50 0.04
C 0.0732 -2.1052 4.5449 0.78 0.55 0.68 0.00
Si -0.4115 -0.2786 4.2845 -1.03 0.49 -1.83 -0.01
C -2.1422 -0.5708 4.9176 0.58 -0.20 -1.13 0.05
C -0.4136 1.4606 5.3003 0.51 -0.71 0.02 0.01
O -0.4409 -0.1249 2.5514 0.14 -0.98 2.41 0.66
H -0.7105 -2.4084 5.2587 0.95 -0.48 0.07 0.00
H 1.1299 -2.2651 4.8603 -1.13 -0.34 0.15 0.00
H -0.1134 -2.6363 3.5938 0.12 0.42 0.35 0.00
H -1.6725 -0.5474 5.9394 -1.59 -0.36 -0.34 0.00
H -2.7303 0.3275 4.6094 -0.12 -1.35 0.76 0.01
H -2.3438 -1.5882 4.4648 -0.75 1.33 1.30 0.00
H 0.1640 2.3551 5.0114 -0.24 -0.57 -0.14 0.00
H -1.4649 1.7415 5.4832 0.49 -0.10 -0.19 0.00
H -0.0118 1.1308 6.2675 0.00 0.23 0.13 0.00
```
Positions in Å, forces in eV/Å.

---

A gas-phase ion, C5H10NO (charge +1), computed with wB97M-V/def2-TZVPD.

Summary:
LUMO level   -3.41 eV
Structure (SMILES)   C=C1COC[N@@H+]1C
HOMO   -14.9666 eV
Kohn-Sham gap   11.557 eV
ΔE to the lowest compared entry with this formula, charge and spin   39.86 kcal/mol
Charge   +1

```
17
Properties=species:S:1:pos:R:3:forces:R:3:lowdin_charge:R:1
C 1.1032 -0.5516 1.6091 -0.14 -0.11 -0.21 0.15
C 0.6699 0.1349 0.5763 0.27 0.23 0.26 -0.22
C 0.7699 1.6133 0.2902 0.16 0.32 0.39 -0.10
O 0.3601 1.7413 -1.0606 0.10 -0.04 -0.15 -0.04
C -0.6097 0.7917 -1.2514 -0.53 0.37 -0.37 -0.13
N -0.0552 -0.4483 -0.5803 0.44 -0.02 -0.18 -0.06
C -1.0669 -1.4632 -0.2551 -0.64 -0.57 0.20 0.02
H 0.9717 -1.6136 1.7179 -0.07 -0.21 -0.03 0.09
H 1.6228 -0.0517 2.4071 0.11 0.17 0.11 0.10
H 0.1110 2.1844 0.9591 0.05 -0.06 -0.12 0.15
H 1.7845 2.0039 0.3758 -0.10 -0.10 0.02 0.15
H -0.7776 0.6465 -2.3203 0.04 -0.19 0.18 0.17
H -1.5552 1.0320 -0.7382 0.18 -0.17 -0.03 0.16
H 0.6441 -0.8631 -1.2093 -0.15 0.14 0.06 0.21
H -1.7570 -1.0664 0.4881 0.12 0.09 -0.05 0.12
H -1.6210 -1.7322 -1.1528 0.09 0.06 -0.05 0.12
H -0.5945 -2.3581 0.1444 0.08 0.10 -0.04 0.11
```
Positions in Å, forces in eV/Å.

---

A single C3H4N2 molecule at a distorted geometry, computed with wB97M-V/def2-TZVPD.

Summary:
LUMO level (alpha / beta)   1.17 / -3.12 eV
Spin multiplicity   3
HOMO (alpha / beta)   -6.3754 / -10.4334 eV
Kohn-Sham gap (alpha / beta)   7.542 / 7.313 eV
ΔE to the lowest compared entry with this formula, charge and spin   0.00 kcal/mol

```
9
Properties=species:S:1:pos:R:3:forces:R:3:mulliken_spin:R:1
C -0.1399 1.0995 0.0160 3.70 -0.86 0.11 0.18
C 1.1401 0.4574 0.0241 0.99 3.92 -0.22 0.13
C -0.6004 -1.0020 0.0512 0.33 -4.29 0.08 0.03
N -1.1389 0.2659 -0.0035 -0.38 -2.32 0.23 0.53
N 1.0044 -0.7998 0.0018 -1.98 -2.09 -0.44 0.97
H -0.2922 2.0870 -0.1351 -0.35 3.04 -0.17 0.03
H 2.1852 0.7907 -0.0806 -0.75 0.61 0.28 0.03
H -0.5478 -1.6616 1.0197 -1.25 1.25 -1.54 0.05
H -0.7576 -1.6387 -0.9021 -0.31 0.73 1.68 0.05
```
Positions in Å, forces in eV/Å.